## one
8
Properties=species:S:1:pos:R:3:lowdin_charge:R:1 method="wB97M-V/def2-TZVPD" spin_multiplicity=3 e_lumo_ev="0.66 / -3.25" gap_ev="7.307 / 8.012"
P -1.78819 -0.45825 0.04896 0.674
O -0.63129 0.64725 0.07824 -0.400
O 1.08669 -1.02924 -0.02675 -0.013
O -2.92978 0.41614 -0.18453 -0.375
C 0.96895 0.29466 0.19915 -0.147
H 0.65104 -1.40809 -0.75364 0.057
H 1.49100 0.85349 -0.49984 0.101
H 1.15158 0.68404 1.13841 0.104



## two
8
Properties=species:S:1:pos:R:3:lowdin_charge:R:1 method="wB97M-V/def2-TZVPD" spin_multiplicity=3 e_lumo_ev="0.51 / -3.15" gap_ev="7.205 / 8.169"
P 0.92985 -2.01386 1.55844 0.716
O 0.50328 0.65897 0.15889 -0.025
O -0.46100 -1.26267 1.20016 -0.407
O 0.49331 -3.04108 2.53383 -0.405
C -0.65060 -0.05646 0.25242 -0.237
H -1.44693 0.46708 0.77180 0.130
H -0.92827 -0.54470 -0.62337 0.106
H 0.61163 1.13872 1.00781 0.123



Relative energy of each structure, in kJ/mol: one 79.4; two 0.0.



## one
72
Properties=species:S:1:pos:R:3:lowdin_charge:R:1 method="wB97M-V/def2-TZVPD" e_lumo_ev=-0.20 gap_ev=10.923
N -21.07634 13.03391 17.64423 0.147
N -19.38461 15.55211 12.94429 0.150
N -20.31339 15.09637 21.23893 0.123
N -27.21324 21.50402 9.90300 0.114
N -21.76843 18.52385 16.24493 0.162
N -22.28254 15.59662 10.67269 0.135
N -15.95328 17.20680 16.05492 0.150
N -22.69871 20.73692 12.49158 0.135
N -18.50928 20.79759 17.65644 0.134
N -15.49431 12.04969 9.34770 0.113
N -14.94975 13.57689 17.52336 0.123
N -16.43912 19.79640 12.62460 0.105
C -20.30282 15.58173 20.21228 -0.290
C -17.06469 17.39706 15.86131 -0.290
C -26.61231 20.81172 10.59804 -0.283
C -15.98745 17.20009 12.15571 -0.071
C -20.05925 16.44801 13.07868 -0.322
C -17.43120 13.75792 16.71661 -0.051
C -21.25110 15.74174 10.12669 -0.269
C -18.49105 17.66019 15.64205 -0.074
C -16.29369 18.64621 12.37980 -0.262
C -16.02561 13.66113 17.20914 -0.302
C -19.38466 23.11882 16.81218 -0.068
C -21.87155 21.36266 10.06988 -0.052
C -18.84917 21.81346 17.29548 -0.258
C -16.63349 12.03149 9.06240 -0.253
C -22.61419 18.83273 17.00073 -0.238
C -25.79917 19.91058 11.44794 -0.076
C -20.35340 16.25790 18.89505 -0.077
C -22.53088 11.73450 15.90642 -0.074
C -20.95241 17.62684 13.18223 -0.071
C -21.72345 12.44921 16.86186 -0.256
C -22.34978 21.03115 11.42991 -0.261
C -23.60881 19.23801 17.98058 -0.068
C -19.99218 15.94898 9.39177 -0.071
C -18.08347 11.89808 8.69659 -0.076
H -21.80588 17.30054 13.77656 0.073
H -18.26969 12.24170 7.67907 0.071
H -17.54525 13.16544 15.80883 0.081
H -18.34664 10.84545 8.59259 0.078
H -19.40639 16.78118 18.76296 0.073
H -22.76507 21.58935 9.48823 0.082
H -18.66868 17.36935 14.60670 0.025
H -16.06201 17.00734 11.08548 0.071
H -25.15751 20.53145 12.07316 0.043
H -21.25609 20.64037 9.53360 0.081
H -22.39399 12.30710 14.98909 0.085
H -20.44681 15.52539 18.09330 0.043
H -19.11019 17.21868 16.42297 0.057
H -21.25824 22.25163 10.21712 0.084
H -19.98745 16.75686 8.66006 0.082
H -19.72888 15.07049 8.80268 0.068
H -24.25886 20.05675 17.67203 0.088
H -18.05557 13.42555 17.54594 0.065
H -23.04428 19.50684 18.87340 0.085
H -20.10560 23.58910 17.48089 0.073
H -21.14264 16.99946 19.01872 0.062
H -20.48859 18.41851 13.77065 0.056
H -25.18143 19.31401 10.77667 0.077
H -15.03801 16.86153 12.57049 0.087
H -19.92893 23.00337 15.87487 0.078
H -26.46805 19.25016 11.99979 0.080
H -18.62315 18.73453 15.77034 0.060
H -18.67147 23.94260 16.84128 0.078
H -18.72465 12.50869 9.33231 0.066
H -24.16161 18.40531 18.41546 0.087
H -22.22999 10.69465 15.77883 0.089
H -21.12576 17.90207 12.14189 0.061
H -17.41943 14.83198 16.53122 0.038
H -16.75940 16.62392 12.66584 0.043
H -23.60928 11.80867 16.04664 0.087
H -19.12421 16.02842 10.04630 0.065



## two
72
Properties=species:S:1:pos:R:3:lowdin_charge:R:1 method="wB97M-V/def2-TZVPD" e_lumo_ev=-0.02 gap_ev=11.250
N 2.28834 -3.93877 5.38798 0.130
N -5.35527 1.99110 3.30139 0.142
N -3.53229 5.54200 0.70496 0.134
N -0.50858 -0.26473 -6.34065 0.128
N 0.68450 -0.91869 0.68613 0.171
N -1.17757 3.29797 -2.47148 0.139
N 4.14934 -3.54587 -2.08234 0.131
N 4.73425 1.64911 2.47746 0.130
N -1.17853 -2.65308 -2.07467 0.176
N 1.55131 0.61716 -2.51693 0.178
N 0.50901 2.20259 1.98972 0.165
N -0.62728 -2.50984 5.25251 0.143
C 1.94164 2.86724 4.06662 -0.058
C -0.25536 3.31555 -1.78993 -0.286
C -4.23317 3.09916 0.07403 -0.066
C 3.98453 -0.39717 1.03848 -0.072
C 1.10356 2.53785 2.91388 -0.233
C -0.20382 -0.41093 0.16407 -0.309
C -3.82100 4.46227 0.43870 -0.290
C 4.40708 0.73462 1.86418 -0.266
C 1.97787 -0.14176 -3.26218 -0.238
C 1.69109 -3.41170 -1.23450 -0.087
C 2.42656 -1.14224 -4.23600 -0.049
C -2.02452 0.54769 -4.36165 -0.063
C 0.92002 3.33194 -0.90760 -0.089
C -2.96523 2.98325 3.40514 -0.085
C 2.00295 -4.02197 2.78964 -0.080
C -1.07776 -0.80375 3.32954 -0.084
C -1.30989 0.26403 -0.48545 -0.067
C -1.19090 0.08444 -5.48707 -0.280
C -4.28780 2.40940 3.36136 -0.298
C 3.08016 -3.48121 -1.67144 -0.287
C -1.76902 -3.79336 -4.33499 -0.047
C -1.41638 -3.17866 -3.06529 -0.253
C 2.15096 -3.99172 4.25017 -0.299
C -0.82570 -1.76081 4.40755 -0.268
H -3.00590 4.05408 3.19836 0.080
H -1.36160 0.81765 -3.54390 0.031
H 1.48116 -3.97856 -0.33719 0.073
H -2.36921 2.64860 4.24795 0.080
H 1.29770 -2.39540 -1.25194 0.025
H -3.55917 2.36984 0.50635 0.045
H 2.97488 -3.82242 2.33567 0.074
H 1.38892 2.99847 4.99051 0.081
H 1.38751 -3.15639 2.52964 0.052
H -4.17310 3.10620 -1.01674 0.080
H -2.02962 -2.99110 -5.02239 0.076
H -0.97800 0.79369 -1.37408 0.027
H -2.62663 -4.44215 -4.13631 0.092
H 1.53278 -1.56983 -4.68244 0.066
H -0.10690 -0.44671 2.99398 0.036
H 1.14532 2.33572 -0.54568 0.024
H -1.54770 -1.29497 2.48043 0.073
H -2.40880 2.66164 2.51303 0.051
H 4.90160 -0.83818 0.64349 0.086
H 0.59734 3.94460 -0.06552 0.067
H -5.27359 2.95938 0.35470 0.083
H -1.69850 0.04207 3.61406 0.065
H 1.60017 -4.95269 2.40924 0.077
H 2.41963 3.81934 3.80915 0.091
H 3.43438 -1.13111 1.62124 0.058
H 2.77657 2.18304 4.20189 0.062
H -1.60548 1.02169 0.24858 0.062
H 1.13180 -3.88933 -2.05342 0.065
H 2.99256 -0.63498 -5.01984 0.091
H -2.74090 -0.24321 -4.15967 0.074
H -2.12260 -0.43108 -0.67319 0.076
H 3.34637 -0.05810 0.22512 0.058
H -2.52633 1.46893 -4.65433 0.083
H 3.13075 -1.83841 -3.78795 0.051
H 1.76594 3.77211 -1.42583 0.085
H -1.01447 -4.45353 -4.75434 0.088



Relative energy of each structure, in kJ/mol: one 182.3; two 0.0.



## one
10
Properties=species:S:1:pos:R:3:lowdin_charge:R:1 method="wB97M-V/def2-TZVPD" e_lumo_ev=-0.53 gap_ev=10.526
O -0.49583 0.27080 -2.17811 0.072
O -0.17734 2.40890 -1.79210 0.082
N -0.28355 1.23005 -1.45109 -0.355
N -0.25324 -0.52177 0.18224 0.083
N -1.70831 2.31687 1.37292 0.181
C -0.05529 0.81109 -0.00125 -0.362
C -0.88343 1.73107 0.84436 -0.156
H -1.25936 -0.65192 0.14232 0.114
H 1.07872 1.27693 0.25435 0.223
H 0.30072 -1.07277 -0.47916 0.117



## two
10
Properties=species:S:1:pos:R:3:lowdin_charge:R:1 method="wB97M-V/def2-TZVPD" e_lumo_ev=0.52 gap_ev=10.435
O 2.42742 -0.49384 0.12356 0.142
O -0.52686 1.07759 -0.07459 0.018
N 0.90871 1.11269 -0.29195 0.148
N 0.17183 -0.96643 -0.33423 0.220
N -2.12430 -0.53876 0.05086 0.126
C 1.30276 -0.19980 -0.08283 -0.540
C -0.90475 -0.20815 -0.09440 -0.569
H 1.18911 1.75745 0.48798 0.177
H -2.69118 0.38302 0.30324 0.115
H 0.24724 -1.92376 -0.08765 0.164



## three
10
Properties=species:S:1:pos:R:3:lowdin_charge:R:1 method="wB97M-V/def2-TZVPD" e_lumo_ev=-0.14 gap_ev=8.480
O -1.23571 -1.17464 -0.11225 0.125
O 1.60054 -1.24297 -0.34887 0.062
N 0.71245 2.01727 -0.28916 0.107
N -2.10303 0.91546 0.44473 0.245
N 1.70606 -0.04234 0.54836 -0.002
C 1.19136 1.03228 0.07104 -0.497
C -1.64578 -0.12373 0.12751 -0.438
H 0.77188 -1.15915 -0.86014 0.122
H 1.44105 -1.98016 0.32629 0.196
H -2.43882 1.75796 0.09249 0.079



## four
10
Properties=species:S:1:pos:R:3:lowdin_charge:R:1 method="wB97M-V/def2-TZVPD" e_lumo_ev=0.49 gap_ev=10.040
O 2.80349 0.27117 -0.34603 0.118
O 1.30918 -1.29051 0.36849 0.040
N 0.51259 0.68521 -0.10695 0.201
N -0.09190 -1.35350 0.52144 0.126
N -1.83149 0.19281 0.08927 0.134
C 1.68808 -0.05819 -0.05647 -0.533
C -0.50898 -0.17267 0.21679 -0.461
H -1.96870 0.66927 -0.79572 0.102
H 0.50747 1.69025 -0.01759 0.169
H -2.41973 -0.63384 0.12677 0.104



Relative energy of each structure, in kJ/mol: one 341.3; two 78.7; three 383.3; four 0.0.



## one
10
Properties=species:S:1:pos:R:3:lowdin_charge:R:1 method="wB97M-V/def2-TZVPD" e_lumo_ev=0.82 gap_ev=9.803
O -1.04081 0.83473 -0.41286 0.071
O 1.18286 -0.69348 1.34524 0.084
N -1.28181 -1.51368 0.33332 0.135
N 1.23503 0.89938 -0.37743 0.151
N 0.74238 -0.25836 0.18147 -0.209
C -0.57120 -0.41635 0.05741 -0.418
C 0.11717 1.43470 -0.77655 -0.187
H -2.22503 -1.13690 -0.01686 0.076
H 1.70364 -1.47265 1.26480 0.110
H 0.13777 2.32260 -1.59853 0.186



## two
10
Properties=species:S:1:pos:R:3:lowdin_charge:R:1 method="wB97M-V/def2-TZVPD" e_lumo_ev=0.59 gap_ev=11.783
O -1.44293 0.72029 1.46442 0.171
O 1.57337 -0.75152 -0.41559 -0.098
N -1.84604 0.53587 -0.80405 0.182
N 0.78998 -1.41107 0.47542 -0.116
N 1.50289 0.65525 -0.39268 0.103
C -1.66860 0.49765 0.37103 -0.491
C 0.28214 -2.18088 1.19950 0.048
H 0.64353 0.96284 -0.69228 0.033
H 1.82283 1.10251 0.36882 0.053
H -1.65716 -0.13093 -1.57458 0.116



## three
10
Properties=species:S:1:pos:R:3:lowdin_charge:R:1 method="wB97M-V/def2-TZVPD" e_lumo_ev=0.03 gap_ev=9.040
O 0.28805 0.83911 -1.26566 0.023
O 0.60682 -2.67215 -0.53807 -0.115
N -0.43739 1.71493 -0.22275 0.088
N -0.36146 -0.41480 0.67783 0.166
N 1.01206 -1.33978 -0.96781 0.040
C 0.18656 -0.39686 -0.55354 -0.423
C -0.61085 0.81478 0.82999 -0.188
H 0.03541 2.63441 0.05077 0.171
H -1.26857 1.28865 1.50813 0.125
H 0.54936 -2.46828 0.48111 0.114



## four
10
Properties=species:S:1:pos:R:3:lowdin_charge:R:1 method="wB97M-V/def2-TZVPD" e_lumo_ev=0.64 gap_ev=10.035
O -0.50736 1.11059 0.62309 -0.001
O -2.67326 0.08340 0.72121 0.154
N 1.50647 0.12618 -0.77419 0.167
N -0.65117 -0.86891 -0.10582 0.178
N 0.73602 0.55979 1.48319 0.207
C 0.61927 0.13192 0.25212 -0.581
C -1.52685 -0.03221 0.43796 -0.482
H 1.10100 -0.05089 -1.67923 0.102
H 2.25969 0.80228 -0.75328 0.113
H -0.86380 -1.86217 -0.20506 0.142



Relative energy of each structure, in kJ/mol: one 0.0; two 151.3; three 120.7; four 5.7.